80
Properties=species:S:1:pos:R:3:forces:R:3 method="wB97M-V/def2-TZVPD" multiplicity=2 molar_mass_da=893.061 total_charge=+4 homo_lumo_gap_ev="3.3 / 3.2" homo_energy_ha="-0.635 / -0.635"
Sn 0.2674 3.3886 1.1016 1.4 -0.6 0.7
C 3.7372 0.9310 -0.3489 0.5 -0.8 1.1
C 2.8185 1.9422 -0.5172 0.3 -0.1 -0.2
N 2.0926 2.1033 0.5690 0.4 -0.7 2.6
N 2.6408 1.2179 1.5364 -1.2 0.4 0.2
C 3.6046 0.4856 0.9907 0.0 0.7 -3.1
B 2.2372 1.1816 3.0459 -2.0 0.6 -1.8
N 2.3002 2.6214 3.5830 0.9 1.5 -1.1
C 3.1645 3.1583 4.4911 -2.5 1.6 -0.1
C 2.9396 4.5469 4.5378 -0.1 -0.7 -0.3
C 1.9701 4.8178 3.5100 2.2 -0.5 0.8
N 1.7065 3.6854 2.8512 -0.5 -0.9 1.5
N 0.6920 0.7538 3.1341 0.1 1.0 -1.1
C 0.0879 -0.4402 3.2785 -1.6 1.0 -2.4
C -1.1197 -0.4090 2.5173 0.0 -1.1 1.4
C -1.2366 0.9054 2.0758 -0.5 -0.7 -0.8
N -0.1483 1.6015 2.3558 1.1 -0.8 1.3
N 3.1214 0.1774 3.7741 1.7 0.2 1.6
C 4.4637 0.2320 3.9614 -2.4 0.8 -1.3
C 4.7138 -0.0487 5.2917 -1.2 -0.8 2.3
C 3.4306 -0.3008 5.9228 -1.5 -0.7 -2.2
N 2.4633 -0.3066 4.9915 2.7 0.7 1.3
H 4.4146 0.5499 -1.0740 0.4 -0.1 -0.3
H 2.7049 2.6330 -1.3270 -0.2 -0.1 -0.5
H 4.1219 -0.3654 1.4172 -0.2 0.4 0.3
H 3.6086 2.5266 5.2321 0.5 -0.1 0.1
H 3.4287 5.2033 5.2667 -0.5 -0.1 -0.6
H 1.5984 5.7966 3.1890 0.1 -0.6 0.1
H 0.5124 -1.2679 3.7938 0.3 -0.2 0.4
H -1.8169 -1.2784 2.4007 0.7 1.3 0.2
H -2.0303 1.4090 1.5054 0.4 -0.6 0.4
H 5.1820 0.6353 3.2642 -0.1 -0.1 -0.3
H 5.6157 -0.0972 5.8389 1.1 0.0 0.1
H 3.2143 -0.6510 6.9279 0.1 0.2 -0.1
F -5.9624 -2.0091 -5.4035 1.3 0.2 0.6
C -4.8010 -2.0249 -4.7342 -1.4 -2.5 0.1
C -4.1840 -3.2648 -4.4790 -2.1 -1.2 0.0
F -4.8948 -4.4130 -4.7727 1.8 2.0 0.0
C -3.0105 -3.3373 -3.7404 1.4 -0.5 -1.3
F -2.2598 -4.4796 -3.9323 -1.2 1.0 1.2
C -2.4542 -2.1881 -3.1628 -0.3 1.4 0.4
P -0.7631 -1.9781 -2.4433 -0.9 -2.1 -1.9
C 0.2107 -2.0459 -4.0012 1.5 1.5 0.3
C 1.0656 -0.9477 -4.3141 -0.1 -0.1 0.0
C 1.9678 -1.0347 -5.3810 -0.5 1.0 0.5
C 2.0043 -2.1554 -6.1889 -0.1 0.6 -1.3
C 1.1118 -3.1896 -5.9304 0.8 -1.5 0.2
C 0.2902 -3.1899 -4.7968 -0.6 -1.4 0.1
C -0.5046 -3.6099 -1.7765 0.0 0.5 0.7
C -1.4464 -4.2957 -0.9586 -0.7 1.0 0.1
C -1.1078 -5.4336 -0.3044 -0.9 -1.7 1.2
C 0.1778 -5.9492 -0.4052 0.8 0.4 0.2
C 1.1530 -5.2288 -1.1295 1.4 -1.9 -0.1
C 0.8093 -4.1073 -1.8201 0.9 0.4 -0.1
C -3.1805 -0.9842 -3.3064 -0.2 -0.1 0.3
Br -2.6600 0.7390 -2.5969 0.2 -1.0 -0.1
C -4.3583 -0.9449 -4.0292 0.2 1.4 -0.5
F -5.0612 0.1767 -4.1511 0.2 0.0 0.2
H 1.0447 0.0172 -3.7719 -0.2 -0.8 -0.1
H 2.5616 -0.1414 -5.6102 -0.1 -0.5 0.1
H 2.6321 -2.1009 -7.1222 -0.6 -0.5 1.2
H 1.2327 -4.1334 -6.5014 -0.5 0.8 0.3
H -0.2794 -4.1345 -4.5036 0.9 1.6 -0.7
H -2.4203 -3.8509 -0.7730 0.0 -0.1 -0.3
H -1.7859 -6.0240 0.3683 0.3 1.0 -0.9
H 0.4475 -6.8268 0.1905 0.0 0.2 -0.5
H 2.1830 -5.6960 -1.1840 -1.3 0.9 0.0
H 1.5392 -3.5356 -2.3893 0.0 -0.3 0.1
C -3.6355 4.3685 -0.5565 0.0 -0.1 0.3
C -3.6228 4.3354 0.9315 -0.7 0.8 0.1
N -2.7923 3.7743 1.7972 0.0 0.1 2.3
C -3.2244 4.1784 3.0724 3.9 -2.5 -2.0
C -4.2884 5.0165 2.9600 -2.4 1.9 -2.0
N -4.5865 5.0509 1.6268 -0.7 0.9 1.2
H -4.6868 4.5283 -0.8668 0.7 0.2 -0.2
H -3.3329 3.3759 -0.9014 0.2 0.2 -0.2
H -2.9387 5.1670 -0.9646 -0.9 -0.9 0.5
H -2.6429 3.9375 3.9675 -0.4 -0.1 -0.4
H -4.6999 5.6642 3.7177 -0.5 -0.1 0.0
H -5.3477 5.5862 1.1832 0.5 -0.2 0.4